{
  "formula": "C4H7O5PS",
  "method": "ωB97M-V/def2-TZVPD",
  "symbols": ["C", "C", "H", "C", "S", "O", "O", "H", "P", "H", "C", "H", "O", "H", "H", "H", "O", "O"],
  "xyz": [[-1.7334, -1.8526, -0.1271], [-1.3141, 1.6018, 0.0911], [-2.2531, -2.3082, -0.9722], [0.3777, -0.4556, 0.3910], [0.6924, 1.3315, -0.0278], [2.3384, -1.4228, -1.2870], [2.5167, 0.7257, 0.1899], [0.1017, -0.3450, 1.5647], [2.2423, -0.7924, 0.0921], [-1.3596, 1.4752, 1.1725], [-0.6744, -1.0209, -0.3788], [-1.9610, -2.3811, 0.7943], [2.8662, -1.5733, 1.2060], [-1.3826, 2.7470, -0.0797], [-1.7691, 0.9242, -0.5728], [-0.6421, -0.7640, -1.4774], [0.9596, 1.6107, -1.4092], [0.9944, 2.4998, 0.8303]],
  "lowdin_charge": [-0.042, -0.183, 0.020, -0.396, 0.527, -0.425, -0.414, 0.153, 0.125, 0.007, -0.292, 0.023, -0.433, 0.044, -0.025, 0.126, -0.386, -0.429],
  "lumo_energy_ev": 5.95,
  "e_homo_ha": -0.0277,
  "charge": -2,
  "homo_lumo_gap_ev": 6.71
}


{
  "formula": "C4H7OP",
  "method": "ωB97M-V/def2-TZVPD",
  "symbols": ["H", "H", "H", "O", "C", "H", "H", "C", "P", "H", "C", "C", "H"],
  "xyz": [[0.9737, -2.3297, 0.0081], [-1.7212, -0.6244, 0.0752], [-1.3566, 2.6204, 1.5070], [2.1288, 0.2648, 0.9625], [1.1099, -1.3040, -0.5647], [-2.1497, 1.0091, -0.0831], [-1.2624, 0.0427, -1.4057], [-0.1158, 0.6877, 0.3561], [0.0326, 2.0482, 1.4654], [0.4347, -1.1928, -1.4084], [-1.4019, 0.3109, -0.3209], [1.1394, -0.0902, 0.3090], [2.1885, -1.4427, -0.9004]],
  "lowdin_charge": [0.135, 0.070, -0.118, -0.019, -0.036, 0.034, 0.093, -0.553, 0.932, 0.056, -0.145, -0.554, 0.103],
  "lumo_energy_ev": -0.94,
  "smiles": "[H]/P=C(\\C)C(C)=O",
  "e_homo_ha": -0.3398,
  "homo_lumo_gap_ev": 8.30
}


{
  "formula": "C4H7OS",
  "method": "ωB97M-V/def2-TZVPD",
  "symbols": ["C", "C", "O", "H", "H", "H", "S", "H", "H", "C", "H", "C", "H"],
  "xyz": [[-0.5912, -0.3590, 1.3052], [0.6860, -0.7971, -0.9267], [0.0899, 2.1881, 0.5782], [-1.4308, -0.0949, -0.6168], [0.5528, -1.8238, -0.3906], [1.6220, -0.3319, -0.5025], [0.5711, 1.9289, -1.9205], [0.6024, -0.9026, -2.0071], [0.3804, -0.8248, 1.6456], [0.0411, 1.4542, -0.3776], [-0.8184, 0.6761, 1.7310], [-0.3681, 0.0314, -0.1711], [-1.3372, -1.1446, 1.6528]],
  "lowdin_charge": [-0.114, -0.174, -0.111, 0.147, 0.079, 0.085, 0.406, 0.038, 0.069, -1.080, 0.080, -0.496, 0.070],
  "lumo_energy_ev": 4.02,
  "smiles": "CC(C)C([O-])=S",
  "e_homo_ha": -0.1089,
  "charge": -1,
  "homo_lumo_gap_ev": 6.98
}


{
  "formula": "C4H7OS2",
  "method": "ωB97M-V/def2-TZVPD",
  "symbols": ["C", "H", "H", "C", "O", "C", "C", "H", "S", "H", "H", "H", "H", "S"],
  "xyz": [[0.2394, -0.3368, -0.4021], [0.1834, 0.3420, -2.5777], [-1.4563, -1.1975, 0.6780], [0.6642, 0.5694, -1.5531], [0.0228, 0.0336, 3.1802], [0.0454, 1.0722, 2.5966], [-1.1711, -0.7331, -0.2466], [-1.7458, 0.1406, -0.4847], [-0.0073, 2.4548, 1.7968], [1.0242, -1.5672, 1.2549], [-1.5174, -1.4891, -1.0201], [0.3051, 1.6483, -1.3551], [1.7785, 0.5029, -1.9090], [1.6348, -1.4401, 0.0420]],
  "lowdin_charge": [-0.722, 0.070, 0.047, -0.252, -0.070, -1.039, -0.207, 0.048, 0.407, -0.152, 0.088, 0.054, 0.070, 0.658],
  "lumo_energy_ev": [3.13, 2.94],
  "s_squared": 2.01,
  "e_homo_ha": [0.0237, -0.2122],
  "charge": -1,
  "spin_multiplicity": 3,
  "homo_lumo_gap_ev": [2.48, 8.72]
}


{
  "formula": "C4H7PS",
  "method": "ωB97M-V/def2-TZVPD",
  "symbols": ["H", "H", "H", "C", "H", "C", "S", "C", "H", "H", "H", "C", "P"],
  "xyz": [[-0.3354, -2.3611, 1.5041], [-2.4247, 1.1158, -0.7173], [1.5203, 0.6000, 0.8976], [-1.4885, 1.1982, -0.3503], [-1.1320, -0.2365, -1.8464], [-0.8026, -0.0866, -0.8949], [2.5124, 1.2492, 0.2917], [-0.3035, -0.9118, -0.0717], [1.1910, -2.0028, 0.7833], [-0.8795, 2.1769, -0.6927], [-1.6544, 1.2283, 0.7693], [0.1631, -1.7655, 0.7809], [3.6339, -0.2040, -0.4534]],
  "lowdin_charge": [0.052, 0.009, -0.239, -0.089, 0.072, -0.156, 0.143, -0.174, 0.017, 0.115, 0.090, 0.001, 0.159],
  "lumo_energy_ev": [-1.09, -1.09],
  "e_homo_ha": [-0.2880, -0.2879],
  "homo_lumo_gap_ev": [6.74, 6.75]
}


{
  "formula": "C4H8",
  "method": "ωB97M-V/def2-TZVPD",
  "symbols": ["H", "H", "H", "C", "H", "C", "H", "C", "H", "H", "H", "C"],
  "xyz": [[-1.2400, 1.2932, -1.6656], [-0.8279, 0.6432, 1.3048], [0.6487, -1.5651, 0.5000], [0.1077, -0.2420, -0.9821], [0.2747, -0.0435, 2.5678], [0.7665, -0.4711, 0.3436], [1.8598, -0.2404, 0.3668], [0.2266, 0.4520, 1.6082], [0.7541, -0.4906, -1.9068], [-2.1624, -0.2356, -0.9659], [0.9009, 1.3618, 1.6309], [-1.1354, 0.1406, -1.2750]],
  "lowdin_charge": [0.115, 0.053, 0.099, -0.254, 0.043, -0.244, 0.099, -0.079, 0.120, 0.058, 0.077, -0.090],
  "lumo_energy_ev": 0.41,
  "smiles": "C=CCC",
  "e_homo_ha": -0.2834,
  "homo_lumo_gap_ev": 8.12
}


{
  "formula": "C4H8",
  "method": "ωB97M-V/def2-TZVPD",
  "symbols": ["H", "H", "C", "H", "H", "H", "H", "C", "H", "C", "C", "H"],
  "xyz": [[-0.2881, 1.5490, 2.2943], [0.0864, -1.4579, 0.0549], [0.1806, 0.6895, 0.3945], [-0.2561, -1.7023, -2.0669], [-0.2683, 0.2667, -2.5498], [1.5150, 1.0002, 1.9193], [0.4413, 1.6130, -0.1741], [-0.2098, -0.5292, -1.8164], [-1.7046, -1.6328, -1.8722], [0.3943, 0.7802, 1.8789], [-0.0220, -0.3910, -0.3714], [0.1313, -0.1853, 2.3087]],
  "lowdin_charge": [0.078, 0.123, -0.212, 0.001, 0.040, 0.100, 0.112, -0.064, 0.160, -0.112, -0.291, 0.064],
  "lumo_energy_ev": -0.11,
  "e_homo_ha": -0.2931,
  "homo_lumo_gap_ev": 7.87
}


{
  "formula": "C4H8",
  "method": "ωB97M-V/def2-TZVPD",
  "symbols": ["H", "H", "C", "H", "C", "H", "H", "H", "C", "H", "C", "H"],
  "xyz": [[2.5293, -2.8380, -0.8219], [0.8413, -2.7425, -1.3372], [-0.8343, 0.6602, 0.9312], [-1.6877, 1.4761, -0.9760], [1.6601, -2.1838, -0.8655], [-0.6321, 2.8072, -0.2698], [-1.8940, 2.1744, 2.1283], [1.3850, -1.7498, 0.0939], [-1.4201, 2.0599, -0.1088], [-0.1904, 0.0827, 1.5738], [-1.6323, 1.6345, 1.2289], [1.8751, -1.3809, -1.5768]],
  "lowdin_charge": [0.012, 0.019, 0.013, 0.053, -0.052, 0.070, 0.093, 0.001, -0.011, 0.059, -0.273, 0.015],
  "lumo_energy_ev": 1.08,
  "smiles": "C1=CC1.C",
  "e_homo_ha": -0.3289,
  "homo_lumo_gap_ev": 10.02
}


{
  "formula": "C4H8",
  "method": "ωB97M-V/def2-TZVPD",
  "symbols": ["H", "C", "C", "H", "C", "H", "H", "H", "H", "H", "C", "H"],
  "xyz": [[-0.2764, -0.4401, 1.5882], [-1.5246, 0.1331, -0.1443], [-0.2628, -0.2955, 0.5224], [0.8116, -1.0239, -1.2639], [1.3106, 0.6986, 0.0214], [1.8928, 0.9821, 0.8734], [-2.0302, 0.9038, 0.4385], [-1.3399, 0.5208, -1.1440], [-2.2100, -0.7143, -0.2330], [1.5955, -1.4638, 0.2790], [0.9617, -0.7430, -0.2273], [1.0718, 1.4422, -0.7105]],
  "lowdin_charge": [0.092, -0.116, -0.251, 0.103, -0.050, 0.048, 0.073, 0.071, 0.072, 0.098, -0.188, 0.046],
  "lumo_energy_ev": [1.31, -0.84],
  "s_squared": 2.01,
  "e_homo_ha": [-0.1649, -0.4268],
  "spin_multiplicity": 3,
  "homo_lumo_gap_ev": [5.80, 10.77]
}


{
  "formula": "C4H8AlO7P",
  "method": "ωB97M-V/def2-TZVPD",
  "symbols": ["O", "H", "C", "O", "C", "O", "H", "H", "Al", "C", "O", "O", "H", "H", "O", "H", "P", "H", "O", "C", "H"],
  "xyz": [[1.6322, -1.4504, -0.5241], [-2.2406, -0.4029, -0.6603], [2.7113, -1.0277, 0.2962], [-3.8368, 2.3346, -1.0646], [2.4259, -1.3000, 1.8234], [-1.1015, 1.8733, -1.0907], [1.7515, -0.5183, 2.1730], [2.0040, -2.2517, 2.1464], [-0.5541, 1.8910, 1.2157], [0.4810, -0.6697, -0.5210], [-2.5370, 0.8710, 0.7462], [-0.3887, -1.1492, -1.4216], [3.5640, -1.6015, -0.0667], [-2.2549, -1.1070, -2.2711], [-2.4089, 3.2855, 0.5328], [3.2934, -1.0569, 2.4370], [-2.4873, 1.9832, -0.3522], [-1.5897, 0.4344, -2.1405], [0.2910, 0.3253, 0.1584], [-1.6680, -0.4988, -1.5828], [2.9131, 0.0356, 0.1665]],
  "lowdin_charge": [0.038, 0.068, -0.185, -0.206, -0.047, -0.383, 0.044, 0.084, 0.995, -0.427, -0.355, 0.065, 0.125, 0.105, -0.199, 0.075, 0.049, 0.081, 0.003, -0.050, 0.122],
  "lumo_energy_ev": -4.60,
  "e_homo_ha": -0.3418,
  "homo_lumo_gap_ev": 4.70
}


Values of total energy, in order: -34621.6690, -15595.7272, -17144.8566, -27976.9864, -24381.0233, -4273.6600, -4272.7182, -4273.2889, -4272.0250, -34493.6919, all in eV.